Record 1
Computed, not measured: a molecular structure, C21H31F5OP2Pt, with ωB97M-V with the def2-TZVPD basis set.

```
! wB97M-V def2-TZVPD RIJCOSX def2/J DEFGRID3
* xyz 0 3
P 1.54 0.10 4.08
P 0.28 -0.83 -3.11
C -1.11 -1.12 -0.52
C -0.87 -1.64 -1.98
H -0.13 -0.96 -0.01
H -1.60 -1.93 0.04
H -0.51 -2.67 -1.86
H -1.83 -1.71 -2.52
C -0.34 0.74 -3.68
H 0.49 1.30 -4.14
H -0.75 1.35 -2.86
H -1.13 0.56 -4.42
C 0.96 -1.87 -4.37
H 0.17 -1.98 -5.13
H 1.24 -2.84 -3.94
H 1.84 -1.37 -4.81
C 0.39 1.29 4.97
H 1.00 1.26 5.90
H -0.65 1.01 5.18
H 0.41 2.31 4.57
C 0.30 -1.31 4.23
H 0.10 -1.88 3.31
H -0.65 -1.12 4.74
H 0.97 -1.91 4.87
Pt -0.75 0.88 1.48
C -2.02 0.15 -0.39
C -1.40 1.56 -0.20
C -2.45 2.64 0.01
C -3.06 2.64 1.46
C -2.28 1.80 2.43
C -2.40 0.34 2.53
C -3.38 -0.47 1.77
C -3.43 -0.12 0.27
C 1.25 1.03 0.97
H -2.34 0.31 -1.43
H -0.60 1.77 -0.94
H -3.25 2.60 -0.76
H -1.91 3.60 -0.12
H -3.03 3.68 1.83
H -4.12 2.35 1.51
H -2.03 2.27 3.40
H -2.20 -0.04 3.56
H -4.38 -0.36 2.20
H -3.10 -1.53 1.86
H -3.87 -0.97 -0.28
H -4.10 0.73 0.07
H 1.66 0.05 0.72
H 1.84 1.46 1.79
H 1.33 1.66 0.06
F 6.80 -1.75 -1.68
C 5.51 -1.41 -1.77
C 4.53 -2.41 -1.72
F 4.89 -3.70 -1.57
C 3.19 -2.06 -1.83
F 2.23 -3.04 -1.73
C 2.81 -0.74 -2.02
O 1.48 -0.36 -2.15
C 3.80 0.26 -1.99
F 3.43 1.57 -2.08
C 5.14 -0.08 -1.89
F 6.09 0.88 -1.91
*
```

* ⟨S²⟩: 2.01
* energy above the lowest of the compared OMol25 structures with the same formula, charge and spin: 0.000 eV
* frontier orbital gap (alpha / beta): 2.78 / 5.66 eV
* energy: -59730.0484 eV

Record 2
Computed, not measured: a molecular structure, C21H31F5OP2Zn, with ωB97M-V with the def2-TZVPD basis set.

```
! wB97M-V def2-TZVPD RIJCOSX def2/J DEFGRID3
* xyz 0 1
P 2.91 0.61 -1.99
P 0.60 -2.51 -1.57
C 3.13 -1.17 -2.18
C 2.00 -2.07 -2.74
H 3.55 -1.59 -1.26
H 3.94 -1.17 -2.91
H 1.62 -1.67 -3.69
H 2.47 -3.02 -3.02
C 1.58 -3.67 -0.57
H 1.00 -4.01 0.28
H 2.49 -3.19 -0.20
H 1.88 -4.53 -1.18
C -0.48 -3.45 -2.66
H -0.08 -4.46 -2.81
H -0.57 -2.96 -3.64
H -1.48 -3.53 -2.21
C 4.55 1.16 -1.53
H 4.53 2.15 -1.05
H 5.12 1.22 -2.46
H 4.98 0.43 -0.85
C 2.64 1.09 -3.71
H 1.84 0.48 -4.16
H 3.61 0.89 -4.19
H 2.39 2.15 -3.80
Zn -1.88 2.53 2.38
C -0.72 -1.43 -0.45
C 0.29 -1.59 0.54
C 1.51 -0.76 0.66
C 1.44 0.77 0.56
C 1.77 1.36 -0.85
C 0.68 1.49 -1.81
C -0.18 0.35 -2.07
C -1.20 -0.08 -0.98
C -0.63 3.95 2.08
H -1.54 -2.15 -0.42
H 0.11 -2.34 1.33
H 2.25 -1.10 -0.09
H 1.99 -1.03 1.62
H 0.47 1.16 0.91
H 2.22 1.13 1.25
H 2.23 2.35 -0.67
H 0.39 2.49 -2.15
H 0.55 -0.51 -2.12
H -0.66 0.34 -3.06
H -1.30 0.67 -0.18
H -2.20 -0.19 -1.45
H -1.18 4.82 1.69
H 0.15 3.71 1.34
H -0.12 4.29 2.99
F -6.69 0.97 6.47
C -5.80 1.01 5.46
C -6.06 0.31 4.28
F -7.23 -0.34 4.14
C -5.13 0.30 3.27
F -5.31 -0.49 2.18
C -3.97 1.11 3.34
O -3.17 1.21 2.29
C -3.73 1.81 4.55
F -2.56 2.56 4.70
C -4.62 1.75 5.60
F -4.39 2.40 6.76
*
```

* energy above the lowest of the compared OMol25 structures with the same formula, charge and spin: 1.784 eV
* frontier orbital gap (alpha / beta): 4.72 / 4.72 eV
* energy: -104900.6562 eV

Record 3
Computed, not measured: a molecular structure, C21H31F5P2Pt, with ωB97M-V with the def2-TZVPD basis set.

```
! wB97M-V def2-TZVPD RIJCOSX def2/J DEFGRID3
* xyz 0 3
P 1.50 -1.97 -0.90
P 1.94 1.09 -0.91
C 1.04 -1.07 -2.41
C 2.01 0.10 -2.57
H -0.01 -0.74 -2.25
H 1.02 -1.78 -3.24
H 3.06 -0.19 -2.65
H 1.74 0.71 -3.44
C 0.61 2.14 -1.61
H 0.28 2.94 -0.95
H -0.28 1.59 -1.92
H 1.04 2.62 -2.49
C 3.06 2.49 -0.54
H 3.17 3.20 -1.37
H 4.04 2.12 -0.22
H 2.63 3.06 0.29
C 0.26 -3.32 -1.03
H 0.36 -4.07 -0.23
H 0.41 -3.80 -2.02
H -0.75 -2.88 -1.01
C 3.18 -2.59 -1.30
H 3.94 -1.88 -0.94
H 3.29 -2.69 -2.38
H 3.36 -3.56 -0.81
Pt 1.90 -0.51 0.54
C -2.67 1.72 -0.79
C -3.32 1.32 -1.89
C -4.73 0.83 -1.96
C -5.01 -0.21 -0.86
C -4.00 -1.31 -0.97
C -2.98 -1.51 -0.11
C -2.12 -0.49 0.57
C -2.38 1.04 0.53
C 2.59 -2.14 1.79
H -2.41 2.78 -0.74
H -2.88 1.46 -2.88
H -4.98 0.38 -2.95
H -5.33 1.73 -1.79
H -4.91 0.22 0.15
H -6.04 -0.57 -0.99
H -4.15 -1.93 -1.86
H -2.77 -2.55 0.23
H -1.08 -0.66 0.20
H -2.12 -0.79 1.64
H -3.09 1.34 1.31
H -1.48 1.52 0.96
H 3.55 -1.74 2.15
H 2.74 -3.12 1.32
H 1.88 -2.21 2.64
F -0.13 -0.94 2.72
C 0.58 0.20 3.01
C 1.75 0.49 2.31
C 2.71 1.25 2.97
F 4.02 1.27 2.59
C 2.32 2.02 4.07
F 3.24 2.79 4.71
C 0.98 1.99 4.48
F 0.54 2.85 5.41
C 0.09 1.03 3.99
F -1.21 0.95 4.39
*
```

* ⟨S²⟩: 2.00
* energy above the lowest of the compared OMol25 structures with the same formula, charge and spin: 1.580 eV
* frontier orbital gap (alpha / beta): 6.53 / 7.41 eV
* energy: -57684.6486 eV

Please write out number 3 again, unchanged.
Computed, not measured: a molecular structure, C21H31F5P2Pt, with ωB97M-V with the def2-TZVPD basis set.

```
! wB97M-V def2-TZVPD RIJCOSX def2/J DEFGRID3
* xyz 0 3
P 1.50 -1.97 -0.90
P 1.94 1.09 -0.91
C 1.04 -1.07 -2.41
C 2.01 0.10 -2.57
H -0.01 -0.74 -2.25
H 1.02 -1.78 -3.24
H 3.06 -0.19 -2.65
H 1.74 0.71 -3.44
C 0.61 2.14 -1.61
H 0.28 2.94 -0.95
H -0.28 1.59 -1.92
H 1.04 2.62 -2.49
C 3.06 2.49 -0.54
H 3.17 3.20 -1.37
H 4.04 2.12 -0.22
H 2.63 3.06 0.29
C 0.26 -3.32 -1.03
H 0.36 -4.07 -0.23
H 0.41 -3.80 -2.02
H -0.75 -2.88 -1.01
C 3.18 -2.59 -1.30
H 3.94 -1.88 -0.94
H 3.29 -2.69 -2.38
H 3.36 -3.56 -0.81
Pt 1.90 -0.51 0.54
C -2.67 1.72 -0.79
C -3.32 1.32 -1.89
C -4.73 0.83 -1.96
C -5.01 -0.21 -0.86
C -4.00 -1.31 -0.97
C -2.98 -1.51 -0.11
C -2.12 -0.49 0.57
C -2.38 1.04 0.53
C 2.59 -2.14 1.79
H -2.41 2.78 -0.74
H -2.88 1.46 -2.88
H -4.98 0.38 -2.95
H -5.33 1.73 -1.79
H -4.91 0.22 0.15
H -6.04 -0.57 -0.99
H -4.15 -1.93 -1.86
H -2.77 -2.55 0.23
H -1.08 -0.66 0.20
H -2.12 -0.79 1.64
H -3.09 1.34 1.31
H -1.48 1.52 0.96
H 3.55 -1.74 2.15
H 2.74 -3.12 1.32
H 1.88 -2.21 2.64
F -0.13 -0.94 2.72
C 0.58 0.20 3.01
C 1.75 0.49 2.31
C 2.71 1.25 2.97
F 4.02 1.27 2.59
C 2.32 2.02 4.07
F 3.24 2.79 4.71
C 0.98 1.99 4.48
F 0.54 2.85 5.41
C 0.09 1.03 3.99
F -1.21 0.95 4.39
*
```

* ⟨S²⟩: 2.00
* energy above the lowest of the compared OMol25 structures with the same formula, charge and spin: 1.580 eV
* frontier orbital gap (alpha / beta): 6.53 / 7.41 eV
* energy: -57684.6486 eV